No. 1
Here is a structure of composition C35H33BrClN7O11STl from OMol25. Energies are from ωB97M-V/def2-TZVPD.

Geometry (Å):
1 Tl 1.008 0.318 1.016
2 Br 0.290 -1.154 -6.655
3 C -0.661 0.348 -5.983
4 C -2.011 0.478 -6.261
5 C -2.695 1.574 -5.758
6 C -2.050 2.510 -4.957
7 C -0.684 2.375 -4.715
8 C 0.010 1.292 -5.225
9 N -2.827 3.642 -4.545
10 N -2.713 4.172 -3.421
11 C -2.009 3.615 -2.335
12 C -1.268 4.534 -1.614
13 C -0.349 4.166 -0.643
14 C -0.128 2.822 -0.330
15 O 0.782 2.467 0.491
16 C -1.017 1.850 -0.960
17 N -0.895 0.565 -0.571
18 C -1.734 -0.334 -1.031
19 C -2.780 -0.014 -1.900
20 C -2.903 1.276 -2.330
21 C -1.975 2.251 -1.913
22 H -2.519 -0.259 -6.867
23 H -3.747 1.712 -5.973
24 H -0.158 3.085 -4.091
25 H 1.060 1.175 -4.997
26 H -1.385 5.576 -1.888
27 H 0.256 4.903 -0.134
28 H -1.639 -1.348 -0.664
29 H -3.481 -0.779 -2.205
30 H -3.723 1.555 -2.976
31 C -4.777 0.550 7.910
32 C -4.052 0.365 6.604
33 C -3.620 1.462 5.863
34 C -2.942 1.293 4.668
35 C -2.682 0.008 4.213
36 C -3.100 -1.099 4.931
37 C -3.786 -0.913 6.122
38 S -1.871 -0.183 2.649
39 O -1.788 -1.624 2.405
40 O -2.626 0.579 1.693
41 N -0.423 0.475 2.839
42 C 0.258 0.119 4.092
43 C 0.798 -1.285 3.989
44 O 0.174 -2.215 4.719
45 O 1.690 -1.560 3.225
46 H -5.053 1.593 8.063
47 H -4.149 0.243 8.749
48 H -5.686 -0.052 7.944
49 H -3.825 2.463 6.225
50 H -2.611 2.144 4.086
51 H -2.874 -2.086 4.555
52 H -4.118 -1.776 6.689
53 H -0.404 0.212 4.953
54 H 1.103 0.798 4.196
55 Cl 3.857 -1.147 1.056
56 C 4.517 0.511 1.168
57 C 3.780 1.387 2.190
58 O 4.471 2.196 2.786
59 O 2.514 1.241 2.341
60 H 4.436 0.957 0.178
61 H 5.556 0.428 1.466
62 N 0.815 -4.488 3.051
63 C 0.429 -4.308 1.638
64 C 1.271 -3.220 0.949
65 N 0.502 -2.009 0.595
66 H 0.428 -5.356 3.402
67 H 0.445 -3.082 4.318
68 H 1.824 -4.562 3.124
69 H -0.625 -4.022 1.618
70 H 0.520 -5.242 1.073
71 H 1.713 -3.611 0.031
72 H 2.085 -2.941 1.608
73 H -0.383 -1.987 1.109
74 H 0.301 -1.995 -0.398
75 O 1.348 1.504 -2.594
76 C 2.036 0.581 -2.174
77 O 2.102 0.104 -0.990
78 C 2.942 -0.142 -3.163
79 C 3.200 0.440 -4.399
80 C 4.008 -0.199 -5.324
81 C 4.538 -1.433 -4.991
82 C 4.301 -2.037 -3.768
83 C 3.505 -1.375 -2.850
84 N 5.390 -2.128 -5.971
85 O 5.783 -3.245 -5.693
86 O 5.652 -1.550 -7.008
87 H 2.754 1.400 -4.620
88 H 4.226 0.235 -6.288
89 H 4.743 -2.999 -3.552
90 H 3.324 -1.791 -1.868

The calculation puts the HOMO energy at -4.69 eV. The calculation puts the energy at -167877.4169 eV. The calculation puts the energy relative to the best compared isomer or geometry (same formula, charge and spin) at 85.9 kJ/mol. As for the HOMO-LUMO gap: 6.2 eV. Its strongest force on any atom is 0.6 eV/Å. As for the LUMO energy: 1.49 eV. The total charge is -1.

No. 2
Here is a structure of composition C35H33ClN4RhS2Si2 in a non-equilibrium geometry from OMol25. Energies are from ωB97M-V/def2-TZVPD.

Geometry (Å):
1 C 1.369 4.281 0.359
2 C 2.459 3.599 -0.284
3 C 1.999 3.183 -1.582
4 H 3.470 3.459 0.121
5 C 0.637 3.618 -1.746
6 C 0.267 4.318 -0.553
7 H -0.674 4.852 -0.403
8 H 1.413 4.797 1.323
9 H 2.602 2.653 -2.323
10 H -0.021 3.494 -2.609
11 Rh 0.847 2.417 -0.139
12 Si 0.539 -0.059 -1.763
13 C 1.168 -1.654 -0.945
14 C 0.309 -2.764 -0.848
15 H -0.781 -2.651 -0.908
16 C 0.832 -4.047 -0.724
17 H 0.151 -4.895 -0.711
18 C 2.205 -4.248 -0.579
19 H 2.601 -5.259 -0.480
20 C 3.050 -3.137 -0.544
21 H 4.118 -3.278 -0.384
22 C 2.536 -1.847 -0.680
23 H 3.216 -0.990 -0.607
24 C 0.127 -1.003 -3.408
25 C 1.183 -1.442 -4.233
26 H 2.179 -1.014 -4.092
27 C 0.981 -2.468 -5.169
28 H 1.808 -2.832 -5.782
29 C -0.296 -3.019 -5.352
30 H -0.455 -3.794 -6.104
31 C -1.361 -2.576 -4.565
32 H -2.378 -2.958 -4.706
33 C -1.129 -1.614 -3.573
34 H -1.969 -1.365 -2.913
35 H 1.689 0.860 -1.612
36 Si -2.468 -2.023 1.845
37 C -2.464 -0.765 0.416
38 C -1.361 -0.017 0.074
39 H -0.522 0.094 0.769
40 C -1.222 0.657 -1.214
41 H -0.874 1.730 -1.145
42 C -2.442 0.601 -2.069
43 H -2.405 1.078 -3.065
44 C -3.605 0.038 -1.584
45 H -4.532 0.086 -2.175
46 C -3.624 -0.704 -0.380
47 H -4.529 -1.253 -0.075
48 C -0.715 -2.243 2.470
49 C 0.131 -1.154 2.739
50 H -0.275 -0.139 2.849
51 C 1.515 -1.349 2.854
52 H 2.188 -0.472 2.823
53 C 2.032 -2.644 2.946
54 H 3.108 -2.825 3.013
55 C 1.150 -3.723 2.913
56 H 1.539 -4.747 3.009
57 C -0.215 -3.535 2.676
58 H -0.890 -4.392 2.600
59 H -3.090 -3.233 1.467
60 Cl -3.567 -1.072 3.273
61 N 3.390 1.990 2.498
62 C 2.156 2.154 2.999
63 N 1.030 2.214 2.304
64 C -0.033 2.559 3.134
65 C 0.298 2.570 4.484
66 S 1.968 2.315 4.738
67 C -1.297 2.863 2.525
68 C -2.438 3.345 3.153
69 S -3.690 3.621 2.029
70 C -2.604 3.107 0.738
71 N -1.422 2.707 1.157
72 N -3.009 3.289 -0.551
73 H 4.155 2.149 3.147
74 H 3.550 2.149 1.509
75 H -0.407 2.771 5.280
76 H -2.502 3.519 4.224
77 H -3.998 3.467 -0.627
78 H -2.705 2.603 -1.250

The calculation puts the HOMO energy (spin up / spin down) at -8.02 / -10.43 eV. The calculation puts the energy at -95736.3796 eV. The calculation puts the energy relative to the best compared isomer or geometry (same formula, charge and spin) at 202.9 kJ/mol. As for the HOMO-LUMO gap (spin up / spin down): 4.1 / 3.7 eV. Its spin multiplicity is 5. Its strongest force on any atom is 7.8 eV/Å. As for the LUMO energy (spin up / spin down): -3.90 / -6.74 eV. The total charge is +1.

No. 3
Here is a structure of composition C35H33ClN4Si2V in a non-equilibrium geometry from OMol25. Energies are from ωB97M-V/def2-TZVPD.

Geometry (Å):
1 C -1.699 1.737 3.748
2 C -0.623 0.964 3.220
3 C -0.096 1.671 2.097
4 H -0.182 0.065 3.665
5 C -0.851 2.874 1.912
6 C -1.836 2.926 2.953
7 H -2.511 3.753 3.151
8 H -2.242 1.525 4.673
9 H 0.813 1.423 1.586
10 H -0.638 3.647 1.195
11 V -2.124 1.213 1.688
12 Si -0.712 -0.866 -0.600
13 C 0.137 -2.287 0.358
14 C -0.044 -3.630 -0.013
15 H -0.710 -3.868 -0.859
16 C 0.641 -4.639 0.683
17 H 0.545 -5.689 0.377
18 C 1.497 -4.310 1.753
19 H 2.096 -5.077 2.250
20 C 1.638 -2.977 2.158
21 H 2.308 -2.685 2.974
22 C 0.942 -1.977 1.470
23 H 1.075 -0.933 1.783
24 C 0.422 0.598 -0.902
25 C 1.838 0.786 -0.231
26 H 2.026 0.156 0.642
27 C 2.556 2.037 -0.417
28 H 3.642 2.043 -0.246
29 C 1.860 3.182 -0.744
30 H 2.352 4.162 -0.696
31 C 0.543 3.087 -1.200
32 H -0.005 4.019 -1.423
33 C -0.079 1.875 -1.398
34 H -1.065 1.832 -1.875
35 H -1.162 -0.307 0.733
36 Si 1.945 0.268 -1.965
37 C 2.321 1.082 -3.573
38 C 3.617 0.862 -4.106
39 H 4.155 -0.066 -3.886
40 C 4.178 1.875 -4.886
41 H 5.189 1.765 -5.265
42 C 3.447 3.040 -5.163
43 H 3.928 3.889 -5.647
44 C 2.082 3.100 -4.867
45 H 1.478 3.946 -5.195
46 C 1.491 2.068 -4.138
47 H 0.412 2.046 -3.956
48 C 2.661 -1.412 -1.812
49 C 3.729 -1.842 -1.008
50 H 4.152 -1.153 -0.266
51 C 4.211 -3.151 -1.187
52 H 5.052 -3.506 -0.595
53 C 3.625 -4.017 -2.116
54 H 4.006 -5.037 -2.247
55 C 2.531 -3.577 -2.866
56 H 2.050 -4.239 -3.584
57 C 2.035 -2.278 -2.709
58 H 1.156 -1.930 -3.260
59 H -1.775 -1.511 -1.352
60 Cl -2.941 0.801 -0.732
61 N -4.760 -1.435 3.505
62 C -3.714 -2.316 3.771
63 C -2.601 -1.798 3.188
64 N -2.936 -0.601 2.552
65 C -4.243 -0.384 2.796
66 C -4.891 0.824 2.366
67 N -4.173 1.833 1.845
68 C -5.067 2.827 1.476
69 C -6.338 2.383 1.706
70 N -6.219 1.121 2.274
71 H -5.719 -1.483 3.827
72 H -3.864 -3.228 4.330
73 H -1.581 -2.179 3.183
74 H -4.724 3.776 1.084
75 H -7.292 2.813 1.464
76 H -6.969 0.493 2.550

The calculation puts the HOMO energy (spin up / spin down) at -5.36 / -5.58 eV. The calculation puts the energy at -96753.1030 eV. The calculation puts the energy relative to the best compared isomer or geometry (same formula, charge and spin) at 0.0 kJ/mol. As for the HOMO-LUMO gap (spin up / spin down): 5.3 / 5.5 eV. Its spin multiplicity is 4. Its strongest force on any atom is 3.6 eV/Å. As for the LUMO energy (spin up / spin down): -0.06 / -0.07 eV.